{"formula": "C31H51AsIrN5O4SSe", "method": "ωB97M-V/def2-TZVPD", "largest_force_ev_per_a": 1.06, "de_lowest_kcal_mol": 35.1, "gap_ev": [6.039, 5.639], "charge": 3, "s2": 0.770, "e_tot_ha": -6925.3992, "spin_multiplicity": 2, "symbols": ["Ir", "C", "N", "C", "C", "C", "N", "C", "C", "H", "H", "H", "H", "H", "H", "H", "H", "H", "H", "H", "H", "H", "H", "H", "H", "O", "S", "O", "N", "C", "O", "C", "C", "C", "C", "C", "C", "H", "H", "H", "H", "C", "C", "C", "C", "N", "C", "Se", "N", "C", "C", "C", "C", "C", "C", "C", "C", "C", "C", "H", "H", "H", "H", "H", "H", "H", "H", "H", "H", "H", "H", "H", "H", "H", "H", "H", "H", "H", "H", "H", "H", "C", "As", "C", "C", "O", "H", "H", "H", "H", "H", "H", "H", "H", "H"], "xyz": [[-0.1379, 0.4667, -1.5425], [2.5624, 0.5543, -0.1888], [1.9646, 0.8757, -1.5051], [2.7374, 0.1214, -2.5322], [2.1777, 2.3498, -1.7329], [0.9956, 3.1179, -1.1889], [-0.2374, 2.5552, -1.8130], [-1.4533, 3.1963, -1.2288], [-0.2176, 2.9400, -3.2757], [3.6311, 0.7732, -0.2120], [2.4123, -0.5010, 0.0166], [2.0972, 1.1601, 0.5801], [3.7757, 0.4550, -2.5145], [2.3191, 0.3103, -3.5209], [2.6858, -0.9384, -2.3017], [2.2817, 2.5281, -2.7998], [3.1169, 2.6468, -1.2652], [1.0666, 4.1784, -1.4372], [0.8949, 3.0223, -0.1088], [-1.3715, 4.2757, -1.3597], [-1.5287, 2.9510, -0.1721], [-2.3300, 2.8404, -1.7617], [-0.0972, 4.0231, -3.3292], [-1.1399, 2.6386, -3.7446], [0.6099, 2.4646, -3.7955], [-2.1138, 1.7493, -5.6841], [-2.4110, 0.4647, -5.1484], [-2.1023, -0.7314, -5.8698], [-1.6496, 0.3265, -3.6372], [-2.5405, 0.2244, -2.7068], [-2.1054, 0.1077, -1.4841], [-3.9582, 0.2396, -3.0880], [-5.0997, 0.1461, -2.3117], [-6.3268, 0.1913, -2.9642], [-6.4037, 0.3269, -4.3469], [-5.2555, 0.4252, -5.1314], [-4.0493, 0.3797, -4.4705], [-5.0449, 0.0472, -1.2363], [-7.2402, 0.1242, -2.3894], [-7.3747, 0.3608, -4.8220], [-5.3117, 0.5356, -6.2058], [-0.8806, -3.8567, 4.5807], [-1.4539, -2.8481, 3.5951], [-0.7911, -2.8664, 2.2209], [0.6530, -2.3683, 2.1762], [0.8512, -1.0419, 2.7969], [0.4447, 0.1556, 2.3104], [-0.7747, 0.3490, 0.8963], [0.7514, 1.1155, 3.2165], [0.5435, 2.5697, 3.0558], [1.7917, 3.4277, 3.2490], [2.9774, 3.1763, 2.3197], [3.8421, 1.9708, 2.6800], [1.3438, 0.5232, 4.3070], [1.7687, 1.0530, 5.5327], [2.3459, 0.1732, 6.4106], [2.5138, -1.1960, 6.0952], [2.0706, -1.7279, 4.9120], [1.4566, -0.8411, 4.0183], [-1.4489, -3.8551, 5.5091], [0.1561, -3.6470, 4.8454], [-0.9208, -4.8683, 4.1730], [-1.4170, -1.8355, 4.0143], [-2.5151, -3.0577, 3.4507], [-1.3924, -2.3036, 1.5061], [-0.7561, -3.8980, 1.8553], [1.0305, -2.3203, 1.1562], [1.3029, -3.0432, 2.7302], [-0.2329, 2.8710, 3.7604], [0.1381, 2.6939, 2.0518], [2.1439, 3.3642, 4.2792], [1.4349, 4.4540, 3.1355], [3.6105, 4.0645, 2.3565], [2.6378, 3.1162, 1.2810], [4.1664, 2.0309, 3.7200], [4.7448, 1.9432, 2.0686], [3.3334, 1.0122, 2.5576], [1.6320, 2.0924, 5.7901], [2.6841, 0.5262, 7.3752], [2.9942, -1.8379, 6.8208], [2.1958, -2.7781, 4.6935], [1.2173, -3.1444, -3.9008], [-0.1499, -2.8802, -2.5954], [-0.0700, -4.2262, -1.2477], [-1.8445, -2.8885, -3.4568], [0.2888, -1.4494, -1.7108], [1.0461, -4.1179, -4.3629], [2.1974, -3.1390, -3.4295], [1.1468, -2.3733, -4.6664], [-0.0931, -5.2046, -1.7286], [-0.9302, -4.1236, -0.5890], [0.8562, -4.1154, -0.6884], [-1.8676, -3.8082, -4.0455], [-1.9515, -2.0401, -4.1283], [-2.6502, -2.9045, -2.7230]], "mulliken_spin": [0.860, -0.003, 0.005, 0.003, -0.007, 0.003, -0.043, 0.021, 0.006, -0.001, 0.000, 0.007, -0.001, -0.003, 0.001, 0.002, 0.000, 0.000, 0.003, -0.002, 0.001, 0.002, 0.001, -0.001, -0.001, 0.001, 0.001, 0.003, 0.020, 0.000, 0.009, -0.001, -0.003, 0.001, -0.001, 0.001, -0.002, 0.000, 0.000, 0.000, 0.000, 0.000, 0.002, 0.002, 0.011, -0.009, 0.023, -0.004, 0.005, 0.005, -0.001, 0.002, 0.000, -0.006, 0.004, -0.004, -0.006, 0.008, -0.010, 0.000, 0.000, 0.000, 0.000, 0.000, -0.002, 0.000, -0.009, 0.000, 0.000, -0.007, 0.000, 0.000, 0.000, 0.000, 0.000, 0.000, 0.000, 0.000, 0.000, 0.000, 0.000, 0.002, -0.016, 0.008, 0.003, 0.119, 0.000, 0.000, 0.000, 0.000, 0.001, 0.000, 0.000, -0.002, -0.001]}

{"formula": "C29H63N3O4", "method": "ωB97M-V/def2-TZVPD", "largest_force_ev_per_a": 8.63, "de_lowest_kcal_mol": 107.6, "gap_ev": 7.450, "e_tot_ha": -1607.6374, "symbols": ["C", "C", "C", "C", "C", "C", "C", "C", "C", "N", "O", "H", "H", "H", "H", "H", "H", "H", "H", "H", "H", "H", "H", "H", "H", "H", "H", "H", "H", "H", "C", "C", "C", "C", "C", "C", "C", "C", "C", "N", "O", "H", "H", "H", "H", "H", "H", "H", "H", "H", "H", "H", "H", "H", "H", "H", "H", "H", "H", "H", "C", "C", "C", "C", "C", "C", "C", "C", "C", "N", "O", "H", "H", "H", "H", "H", "H", "H", "H", "H", "H", "H", "H", "H", "H", "H", "H", "H", "H", "H", "C", "C", "O", "H", "H", "H", "H", "H", "H"], "xyz": [[-5.1257, 0.0575, 2.3985], [-3.8357, 0.3225, 1.5955], [-3.7937, 1.8595, 1.3625], [-3.8517, -0.4475, 0.1895], [-2.9387, -1.6375, 0.0835], [-1.6917, -1.6365, 0.9485], [-2.0907, -1.3205, 2.3645], [-2.9897, -2.2685, 3.0475], [-0.7417, -1.3815, 3.1875], [-2.6687, 0.0255, 2.4265], [-2.4177, 0.7995, 3.4275], [-5.2827, 0.6445, 3.2595], [-5.2247, -0.9095, 2.8875], [-5.9907, 0.3175, 1.7135], [-3.9357, 2.4085, 2.1895], [-4.7117, 2.0655, 0.7915], [-2.8707, 2.1165, 0.8425], [-4.8497, -0.8145, -0.1235], [-3.5737, 0.2305, -0.6095], [-3.4727, -2.5615, 0.4035], [-2.7467, -1.9005, -0.9785], [-1.1627, -2.5505, 0.8705], [-1.0647, -0.8265, 0.5435], [-3.3107, -1.8245, 4.0305], [-2.5037, -3.2415, 3.0805], [-3.9177, -2.3255, 2.5015], [-0.1457, -0.4995, 3.0105], [-0.0417, -2.1675, 3.0395], [-0.8797, -1.2665, 4.2445], [-3.1797, 0.8195, 3.9465], [-0.7627, -0.8085, -3.4005], [-1.4807, 0.3845, -3.8015], [-2.9947, 0.0965, -3.7645], [-1.1117, 0.7705, -5.2715], [0.0753, 1.6755, -5.4515], [0.1163, 2.8465, -4.5325], [-0.1067, 2.4935, -3.0355], [1.1013, 1.8105, -2.3835], [-0.5137, 3.7735, -2.3085], [-1.2417, 1.4915, -2.8665], [-1.6127, 1.2215, -1.6915], [-1.0687, -1.6865, -3.9645], [-0.9347, -1.0685, -2.3375], [0.2663, -0.6725, -3.5675], [-3.4437, -0.3345, -4.6735], [-3.6307, 0.9315, -3.5485], [-3.2097, -0.4505, -2.8925], [-0.9657, -0.1155, -5.8585], [-1.9577, 1.3075, -5.7795], [0.9173, 1.0885, -5.3845], [0.2063, 2.0275, -6.4315], [1.0873, 3.4785, -4.5825], [-0.6517, 3.4745, -4.9995], [1.8353, 2.5265, -2.0715], [1.5223, 1.0935, -3.0455], [0.8883, 1.2275, -1.5245], [0.0713, 4.6425, -2.5245], [-0.4307, 3.4775, -1.2265], [-1.4947, 4.0075, -2.5805], [-0.8927, 1.2565, -0.9755], [3.8043, 0.6605, 1.7615], [4.0773, -0.4145, 0.8025], [5.3723, -0.1305, 0.0095], [2.9403, -0.6695, -0.2655], [1.6963, -1.3295, 0.3705], [2.1353, -2.6995, 0.9635], [3.2273, -2.6295, 2.0265], [2.7833, -2.1695, 3.4375], [3.8783, -4.0285, 2.1165], [4.2423, -1.6645, 1.6195], [5.4563, -1.8475, 1.9045], [3.9743, 1.5875, 1.2455], [4.3773, 0.7265, 2.7045], [2.7453, 0.7245, 2.1265], [6.1203, 0.4535, 0.5855], [5.1323, 0.5005, -0.7665], [5.8543, -1.0735, -0.3325], [2.6733, 0.2355, -0.7585], [3.4003, -1.3255, -1.0285], [1.2483, -0.6685, 1.1065], [0.8903, -1.4325, -0.4135], [1.3203, -3.1675, 1.3725], [2.4443, -3.2355, 0.0105], [2.3503, -1.1965, 3.5065], [3.6743, -2.1565, 4.0525], [2.0683, -2.9015, 3.8855], [3.1103, -4.7685, 2.2925], [4.6183, -3.9105, 2.8785], [4.3443, -4.1385, 1.1245], [5.7763, -2.2995, 1.1445], [1.4763, 2.7075, 0.7305], [0.2453, 2.3255, 1.6365], [-0.4337, 1.5715, 0.7465], [1.8153, 1.8165, 0.1945], [2.3313, 3.0955, 1.2915], [1.1673, 3.3985, 0.0655], [-0.2277, 3.1855, 2.0035], [0.5573, 1.6275, 2.4575], [-1.2337, 1.1895, 1.1915]], "mulliken_charge": [-1.460, 1.279, -2.102, -1.121, -1.101, 0.536, 1.704, -2.025, -1.774, 1.496, -0.564, 0.438, 0.331, 0.393, 0.574, 0.479, 0.308, 0.246, 0.089, 0.580, 0.509, 0.874, -1.504, 0.309, 0.421, 0.379, -0.044, 0.448, 0.443, 0.312, -1.680, 2.147, -1.748, -1.352, -1.156, -0.972, 1.869, -1.726, -1.847, -0.235, 0.096, 0.488, -0.152, 0.527, 0.356, 0.436, 0.265, 0.446, 0.401, 0.484, 0.532, 0.301, 0.338, 0.889, 0.364, -0.148, 0.403, 0.108, 0.499, 0.184, -1.696, 1.724, -1.863, -1.406, 1.997, -2.162, 1.529, -1.899, -1.793, 0.682, -0.542, 0.641, 0.186, 0.053, 0.334, 0.476, 0.440, 0.203, 0.537, -0.939, -0.365, 0.823, 0.321, 0.168, 0.520, 0.415, 0.374, 0.412, 0.449, 0.316, -1.461, -0.527, 0.557, 0.002, 0.599, 0.698, 0.589, 0.157, -1.124]}

Number 1 is which compound? C31H51AsIrN5O4SSe

What is the formula in the second record? C29H63N3O4